22 unconnected molecules or ions with the total composition C22H88N44O22, computed with ωB97M-V/def2-TZVPD.

Output
Orbital gap = 9.7 eV
HOMO = -9.25 eV
Energy relative to the best compared isomer or geometry (same formula, charge and spin) = 0.000 eV

ORCA input file:
```
! wB97M-V def2-TZVPD RIJCOSX def2/J DEFGRID3
* xyz 0 1
C 1.76 -2.21 2.08
O 1.37 -1.06 2.37
N 2.18 -2.55 0.87
N 1.82 -3.18 3.05
H 2.44 -3.53 0.71
H 2.25 -1.87 0.13
H 1.85 -4.19 2.68
H 1.39 -2.95 3.91
C -2.21 4.31 3.20
O -3.31 3.77 3.34
N -2.07 5.70 3.08
N -1.08 3.62 3.19
H -1.29 6.13 2.54
H -2.91 6.25 3.10
H -1.13 2.70 2.86
H -0.17 4.04 3.14
C 3.69 2.74 -1.74
O 3.53 3.56 -0.83
N 3.06 1.57 -1.70
N 4.60 2.96 -2.77
H 2.28 1.55 -1.04
H 2.85 1.07 -2.60
H 5.16 3.81 -2.85
H 4.84 2.11 -3.27
C -2.62 -2.88 -3.68
O -2.43 -1.92 -2.88
N -2.43 -4.18 -3.26
N -3.01 -2.69 -4.92
H -2.48 -4.91 -3.98
H -2.10 -4.43 -2.36
H -3.47 -3.44 -5.48
H -3.32 -1.75 -5.12
C 5.07 -1.41 0.12
O 5.54 -2.45 0.73
N 4.52 -0.36 0.75
N 5.10 -1.45 -1.22
H 4.04 0.36 0.27
H 4.64 -0.17 1.72
H 5.73 -2.20 -1.64
H 4.88 -0.64 -1.81
C 4.49 -6.21 -0.32
O 4.61 -7.33 0.20
N 3.85 -6.04 -1.54
N 5.05 -5.14 0.27
H 4.00 -5.11 -1.96
H 4.19 -6.75 -2.20
H 5.35 -5.26 1.26
H 4.90 -4.17 -0.07
C 1.65 -1.32 5.99
O 0.99 -2.29 5.85
N 1.09 -0.19 6.60
N 2.86 -1.12 5.44
H 0.23 -0.51 7.05
H 1.77 0.40 7.17
H 3.24 -0.20 5.23
H 2.96 -1.87 4.74
C 1.94 5.93 1.08
O 0.75 6.05 1.44
N 2.38 6.46 -0.09
N 2.88 5.46 1.91
H 1.64 6.83 -0.68
H 3.26 6.32 -0.55
H 2.55 4.92 2.68
H 3.76 5.26 1.43
C -1.85 -3.90 0.43
O -1.41 -4.55 -0.50
N -3.08 -3.48 0.52
N -1.08 -3.63 1.54
H -3.59 -3.34 -0.31
H -3.52 -3.11 1.32
H -1.44 -3.24 2.40
H -0.13 -4.00 1.56
C -4.67 0.13 -3.96
O -4.06 0.00 -5.00
N -6.02 -0.14 -3.81
N -3.98 0.42 -2.76
H -6.41 0.17 -2.96
H -6.57 0.20 -4.59
H -4.36 0.12 -1.86
H -2.99 0.23 -2.84
C -0.57 1.20 -4.56
O 0.39 1.12 -3.82
N -1.42 2.30 -4.83
N -0.94 0.09 -5.22
H -1.52 3.07 -4.19
H -2.22 2.20 -5.44
H -0.50 -0.82 -5.16
H -1.88 0.11 -5.56
C 5.67 -0.95 3.99
O 4.86 -0.09 3.66
N 6.42 -0.73 5.17
N 6.10 -2.01 3.31
H 6.74 -1.57 5.58
H 5.80 -0.35 5.94
H 5.71 -2.24 2.36
H 6.62 -2.73 3.83
C -7.23 2.40 -0.57
O -6.62 2.00 -1.59
N -7.68 3.69 -0.42
N -7.56 1.55 0.42
H -7.30 4.35 -1.08
H -8.17 3.95 0.37
H -7.13 0.67 0.30
H -8.08 1.80 1.23
C -0.36 0.25 -0.19
O 0.84 0.36 -0.15
N -1.24 0.80 -1.08
N -1.00 -0.25 0.90
H -2.24 0.79 -0.96
H -0.97 1.24 -1.91
H -0.37 -0.62 1.62
H -1.98 -0.50 0.98
C -0.98 4.57 -1.58
O -1.75 4.28 -2.47
N -1.43 5.16 -0.48
N 0.39 4.27 -1.59
H -0.83 5.18 0.34
H -2.37 5.40 -0.26
H 1.13 4.52 -0.83
H 0.68 3.96 -2.53
C 3.13 0.02 -5.12
O 3.87 0.16 -4.15
N 2.96 0.88 -6.16
N 2.46 -1.17 -5.25
H 3.53 1.74 -6.12
H 2.66 0.46 -7.14
H 2.55 -1.86 -4.52
H 1.80 -1.49 -5.95
C 1.64 2.38 3.25
O 1.84 3.48 3.76
N 1.95 2.14 1.97
N 1.02 1.35 3.85
H 1.50 1.46 1.38
H 2.42 2.97 1.51
H 1.09 0.46 3.38
H 0.58 1.41 4.76
C 1.74 -3.28 -2.53
O 2.85 -3.39 -3.11
N 1.10 -4.40 -1.97
N 1.16 -2.05 -2.28
H 1.59 -5.22 -1.83
H 0.49 -4.19 -1.10
H 0.19 -1.98 -1.98
H 1.45 -1.28 -2.82
C -2.36 -1.59 4.14
O -3.40 -1.74 3.42
N -1.83 -2.63 4.88
N -1.77 -0.36 4.16
H -0.90 -2.53 5.31
H -2.44 -3.42 4.85
H -0.79 -0.21 4.39
H -1.94 0.08 3.27
C 1.20 -6.57 0.92
O 1.69 -5.45 1.17
N -0.02 -6.75 0.36
N 2.05 -7.68 0.91
H -0.52 -7.62 0.21
H -0.58 -5.87 0.15
H 3.02 -7.49 1.07
H 1.86 -8.52 0.47
C -5.09 5.53 -2.09
O -6.19 5.94 -1.75
N -3.97 6.45 -1.92
N -4.81 4.40 -2.77
H -4.31 7.36 -1.74
H -3.35 6.42 -2.70
H -5.62 3.78 -2.75
H -3.87 3.97 -2.71
C -4.04 1.00 1.27
O -3.87 0.03 0.56
N -4.35 0.94 2.60
N -3.83 2.28 0.80
H -4.47 0.09 3.11
H -4.24 1.82 3.05
H -3.85 2.42 -0.22
H -3.75 3.05 1.44
*
```

***

A molecular structure, C23H11Br4F11HfN3O4, computed with ωB97M-V/def2-TZVPD.

Output
Orbital gap = 7.1 eV
HOMO = -4.94 eV
Energy relative to the best compared isomer or geometry (same formula, charge and spin) = 0.046 eV

ORCA input file:
```
! wB97M-V def2-TZVPD RIJCOSX def2/J DEFGRID3
* xyz -1 1
Hf -0.01 -0.20 0.43
C 0.90 2.80 0.97
N -0.25 2.21 0.26
C -0.29 2.71 -1.12
C -1.02 1.82 -2.12
N -0.45 0.47 -2.11
C -0.94 -0.45 -3.09
C -0.39 -1.73 -3.08
F 0.49 -2.04 -2.14
C -0.78 -2.72 -3.96
F -0.23 -3.93 -3.90
C -1.77 -2.45 -4.89
F -2.16 -3.39 -5.75
C -2.34 -1.20 -4.92
F -3.29 -0.92 -5.82
C -1.92 -0.21 -4.04
F -2.54 0.98 -4.15
C -1.50 2.51 1.01
C -2.66 1.63 0.56
N -2.21 0.26 0.33
C -3.11 -0.74 0.66
C -3.88 -0.79 1.84
F -3.77 0.18 2.77
C -4.72 -1.85 2.14
F -5.43 -1.84 3.28
C -4.83 -2.93 1.29
F -5.64 -3.95 1.59
C -4.07 -2.94 0.13
F -4.16 -3.97 -0.71
C -3.26 -1.87 -0.16
F -2.56 -1.92 -1.31
H 0.77 3.89 1.09
H 1.80 2.60 0.40
H 0.99 2.34 1.95
H 0.74 2.80 -1.46
H -0.75 3.71 -1.15
H -0.87 2.28 -3.10
H -2.08 1.73 -1.93
H -1.75 3.57 0.92
H -1.29 2.28 2.05
H -3.12 2.05 -0.36
H -3.43 1.72 1.32
Br 3.83 -4.92 4.05
C 2.48 -4.10 3.00
C 1.31 -4.79 2.70
Br 1.03 -6.54 3.33
C 0.33 -4.16 1.92
Br -1.30 -5.00 1.47
C 0.52 -2.87 1.46
O -0.36 -2.21 0.71
C 1.71 -2.17 1.75
O 1.80 -0.97 1.24
C 2.68 -2.80 2.53
Br 4.25 -1.81 2.88
O 1.53 0.25 -1.01
O 0.95 0.59 -2.28
F -0.18 0.40 2.30
*
```

***

A molecular structure, C23H11Co2NO8, computed with ωB97M-V/def2-TZVPD.

Output
Orbital gap = 2.8 eV
HOMO = 1.06 eV
Energy relative to the best compared isomer or geometry (same formula, charge and spin) = 0.000 eV

ORCA input file:
```
! wB97M-V def2-TZVPD RIJCOSX def2/J DEFGRID3
* xyz -2 1
O 0.19 1.79 5.68
C 0.12 1.69 4.52
Co -0.03 1.82 2.78
C -1.59 2.59 2.63
O -2.63 3.09 2.54
C 1.01 3.18 2.45
O 1.65 4.15 2.30
C -0.47 0.03 1.75
C -1.75 -0.53 2.27
C -2.17 -0.59 3.62
C -3.44 -1.08 3.99
C -4.32 -1.57 3.01
C -3.91 -1.56 1.67
C -2.64 -1.08 1.33
C 0.38 -0.11 0.67
C 0.44 -0.31 -0.74
Co 1.25 -0.32 2.19
C 1.38 -0.64 3.96
O 1.55 -0.93 5.05
C 2.44 0.97 1.99
O 3.41 1.58 1.86
C 2.13 -1.76 1.67
O 2.73 -2.71 1.38
H -1.49 -0.23 4.40
H -3.73 -1.09 5.04
H -5.29 -1.98 3.29
H -4.58 -1.94 0.89
H -2.33 -1.11 0.27
H 0.80 -1.41 -0.72
H -0.59 -0.07 -0.96
C 2.41 0.32 -6.47
C 2.82 0.54 -5.15
C 1.96 0.33 -4.08
C 0.71 -0.16 -4.33
C 0.29 -0.44 -5.61
C 1.12 -0.18 -6.68
C 0.02 -0.42 -3.09
O -0.98 -1.08 -2.91
N 0.80 0.19 -2.06
C 2.10 0.39 -2.62
O 3.18 0.54 -2.04
H 3.09 0.48 -7.32
H 3.81 0.88 -4.96
H -0.68 -0.87 -5.78
H 0.83 -0.39 -7.71
*
```

***

A molecular structure, C23H12Cl6N2ORe, computed with ωB97M-V/def2-TZVPD.

Output
Orbital gap (spin up / spin down) = 6.3 / 5.9 eV
HOMO (spin up / spin down) = -7.16 / -6.82 eV
Energy relative to the best compared isomer or geometry (same formula, charge and spin) = 0.000 eV

ORCA input file:
```
! wB97M-V def2-TZVPD RIJCOSX def2/J DEFGRID3
* xyz 0 2
Re -0.15 -0.50 -0.32
Cl 3.96 -4.36 4.21
C 2.80 -3.29 3.47
C 1.51 -3.20 4.00
C 0.59 -2.35 3.45
C 0.88 -1.58 2.29
O -0.02 -0.80 1.80
C 2.20 -1.70 1.77
C 2.65 -0.77 0.78
N 1.88 -0.15 -0.05
C 2.37 1.03 -0.70
C 3.64 1.24 -1.14
C 3.98 2.48 -1.74
C 3.06 3.48 -1.86
C 1.73 3.28 -1.41
C 0.71 4.25 -1.51
C -0.55 3.97 -1.06
C -0.80 2.69 -0.52
N 0.12 1.76 -0.42
C 1.39 2.05 -0.84
C 3.15 -2.54 2.38
H 1.26 -3.79 4.87
H -0.41 -2.27 3.86
H 3.71 -0.50 0.80
H 4.38 0.46 -1.07
H 4.99 2.62 -2.10
H 3.32 4.42 -2.32
H 0.94 5.22 -1.94
H -1.35 4.69 -1.12
H -1.80 2.42 -0.19
H 4.16 -2.58 1.99
Cl 1.66 0.00 -3.76
C -0.08 0.06 -3.63
C -0.66 -0.14 -2.39
C -2.04 -0.10 -2.42
Cl -2.69 -0.38 -0.78
C -2.86 0.11 -3.51
Cl -4.57 0.13 -3.35
C -2.22 0.32 -4.73
Cl -3.16 0.61 -6.14
C -0.83 0.29 -4.79
Cl -0.05 0.54 -6.31
C -0.02 -2.34 -0.70
H 0.63 -2.77 -1.46
H -0.60 -3.12 -0.17
*
```

***

A molecular structure, C23H12Cl6N2ORe, computed with ωB97M-V/def2-TZVPD.

Output
Orbital gap (spin up / spin down) = 5.0 / 4.5 eV
HOMO (spin up / spin down) = -6.44 / -5.95 eV
Energy relative to the best compared isomer or geometry (same formula, charge and spin) = 1.155 eV

ORCA input file:
```
! wB97M-V def2-TZVPD RIJCOSX def2/J DEFGRID3
* xyz 0 2
Re 0.01 0.64 0.10
Cl -6.92 0.23 2.38
C -5.40 0.48 1.56
C -5.30 1.47 0.58
C -4.11 1.66 -0.08
C -2.96 0.90 0.23
O -1.87 1.10 -0.47
C -3.07 -0.08 1.25
C -1.97 -0.91 1.66
N -0.72 -0.71 1.33
C 0.25 -1.65 1.77
C 0.43 -1.84 3.12
C 1.35 -2.78 3.60
C 2.08 -3.53 2.73
C 1.93 -3.35 1.33
C 2.70 -4.11 0.42
C 2.57 -3.90 -0.92
C 1.69 -2.92 -1.36
N 0.95 -2.18 -0.53
C 1.03 -2.38 0.83
C -4.31 -0.28 1.89
H -6.17 2.06 0.33
H -4.02 2.41 -0.86
H -2.18 -1.77 2.28
H -0.16 -1.24 3.80
H 1.48 -2.90 4.67
H 2.79 -4.27 3.08
H 3.39 -4.85 0.81
H 3.14 -4.46 -1.65
H 1.57 -2.70 -2.41
H -4.39 -1.04 2.66
Cl 3.68 -0.55 -0.06
C 3.21 0.74 1.01
C 1.88 1.16 1.00
C 1.63 2.25 1.84
Cl -0.05 2.80 1.78
C 2.55 2.88 2.65
Cl 2.09 4.21 3.64
C 3.85 2.39 2.65
Cl 5.04 3.12 3.66
C 4.18 1.32 1.82
Cl 5.80 0.73 1.81
C 0.17 -1.05 -1.13
H -0.85 -1.42 -1.28
H 0.60 -0.90 -2.13
*
```

***

A molecular structure, C23H12CoN10O14Se, computed with ωB97M-V/def2-TZVPD.

Output
Orbital gap (spin up / spin down) = 6.3 / 6.3 eV
HOMO (spin up / spin down) = -3.64 / -3.60 eV

ORCA input file:
```
! wB97M-V def2-TZVPD RIJCOSX def2/J DEFGRID3
* xyz -2 4
Co -0.25 -0.70 0.34
O -0.71 2.59 2.62
C -0.15 1.81 1.84
O -0.19 0.54 1.92
C 0.71 2.45 0.75
C 1.34 3.62 1.09
C 2.17 4.29 0.19
C 2.34 3.81 -1.09
C 1.68 2.66 -1.47
C 0.87 1.88 -0.57
O 0.34 0.80 -0.92
N 1.89 2.25 -2.86
O 2.88 2.69 -3.44
O 1.09 1.50 -3.38
N 2.84 5.50 0.58
O 2.68 5.91 1.73
O 3.54 6.08 -0.24
H 1.16 4.03 2.08
H 2.96 4.33 -1.80
O -4.19 -1.93 -0.20
C -2.97 -1.99 -0.02
O -2.17 -1.01 -0.15
C -2.38 -3.36 0.32
C -3.21 -4.45 0.13
C -2.76 -5.76 0.31
C -1.44 -6.01 0.66
C -0.64 -4.93 0.90
C -1.04 -3.56 0.77
O -0.20 -2.64 1.02
N 0.75 -5.21 1.26
O 1.20 -4.72 2.28
O 1.39 -5.94 0.51
N -3.65 -6.87 0.10
O -3.22 -8.00 0.29
O -4.80 -6.64 -0.25
H -4.23 -4.25 -0.17
H -1.07 -7.02 0.75
N -2.97 5.42 0.74
C -2.92 4.57 -0.35
C -2.48 3.25 -0.19
N -2.40 2.42 -1.20
C -2.81 2.86 -2.39
C -3.27 4.15 -2.54
N -3.32 5.03 -1.53
H -2.36 5.18 1.51
H -2.98 6.40 0.50
H -2.17 2.89 0.79
H -2.74 2.18 -3.23
H -3.60 4.52 -3.51
Se 3.00 -3.92 -1.85
N 4.38 -3.41 -0.85
C 3.92 -2.44 -0.08
C 4.68 -1.73 0.89
C 4.05 -0.77 1.60
C 2.66 -0.49 1.37
N 1.93 -1.11 0.49
C 2.53 -2.09 -0.25
N 1.87 -2.76 -1.17
H 5.72 -1.98 1.04
H 4.56 -0.18 2.35
H 2.15 0.26 1.96
*
```

***

A molecular structure, C23H12F7FeN5S2Se, computed with ωB97M-V/def2-TZVPD.

Output
Orbital gap (spin up / spin down) = 7.8 / 7.9 eV
HOMO (spin up / spin down) = -7.59 / -7.73 eV

ORCA input file:
```
! wB97M-V def2-TZVPD RIJCOSX def2/J DEFGRID3
* xyz 0 5
Fe -0.27 -0.61 0.15
N 2.94 -0.54 -1.71
C 3.07 -0.38 -0.38
N 2.08 -0.30 0.47
C 2.54 -0.12 1.76
C 3.88 -0.05 1.90
S 4.65 -0.18 0.36
C 1.53 -0.08 2.81
C 1.70 0.21 4.12
S 0.20 0.08 4.96
C -0.58 -0.35 3.46
N 0.24 -0.40 2.44
N -1.89 -0.62 3.38
H 2.05 -0.92 -2.02
H 3.75 -0.76 -2.26
H 4.46 0.06 2.80
H 2.60 0.49 4.63
H -2.50 -0.46 4.16
H -2.29 -0.69 2.45
F -5.75 -1.36 0.27
C -4.73 -0.49 0.20
C -3.43 -0.93 0.38
C -2.36 -0.04 0.32
C -2.63 1.31 0.05
C -3.95 1.71 -0.15
F -4.26 2.99 -0.47
C -5.02 0.83 -0.08
C -1.49 2.24 -0.08
C -1.58 3.62 0.15
C -0.48 4.42 -0.06
C 0.71 3.84 -0.49
C 0.74 2.46 -0.63
N -0.32 1.68 -0.43
H -3.27 -1.99 0.55
H -6.03 1.17 -0.25
H -2.51 4.05 0.50
H -0.54 5.49 0.10
H 1.59 4.43 -0.69
H 1.65 1.96 -0.93
F 0.37 -7.54 0.64
C 0.29 -6.33 0.10
C 0.62 -6.13 -1.23
F 1.03 -7.16 -1.96
C 0.53 -4.87 -1.78
F 0.86 -4.71 -3.07
C 0.11 -3.76 -1.05
Se -0.05 -2.06 -1.86
C -0.20 -4.00 0.28
F -0.61 -2.98 1.07
C -0.12 -5.25 0.86
F -0.44 -5.43 2.15
*
```